No. 1
{"formula": "C8H9FO", "method": "ωB97M-V/def2-TZVPD", "elements": ["C", "C", "C", "C", "C", "C", "C", "C", "O", "F", "H", "H", "H", "H", "H", "H", "H", "H", "H"], "coordinates": [[-0.506, 1.039, -1.784], [0.304, 1.637, -0.867], [0.664, -1.331, 0.351], [-0.305, -0.422, -1.967], [1.125, 0.650, -0.285], [0.867, -0.616, -0.951], [-0.365, -0.613, 1.164], [-0.653, -0.809, 2.577], [1.304, -2.259, 0.816], [-1.342, 0.042, 0.473], [-1.253, 1.661, -2.240], [0.181, 2.696, -0.671], [-1.216, -0.829, -1.603], [-0.072, -0.933, -2.916], [2.000, 0.665, 0.324], [1.749, -0.937, -1.443], [0.142, -1.445, 2.978], [-1.589, -1.254, 2.556], [-0.931, 0.130, 3.102]], "nbo_charge": [-0.1382, -0.2540, 0.4563, -0.4450, -0.1617, -0.3662, 0.4284, -0.7212, -0.5321, -0.3451, 0.2002, 0.2254, 0.2302, 0.2338, 0.2186, 0.2386, 0.2595, 0.2354, 0.2372], "homo_ha": [-0.2400, -0.3576], "s2": 2.03, "e_tot_ev": -13202.120, "multiplicity": 3, "lumo_energy_ha": [0.0339, -0.0412]}

***

No. 2
{"formula": "C8H9N", "method": "ωB97M-V/def2-TZVPD", "elements": ["C", "C", "C", "C", "C", "C", "C", "C", "N", "H", "H", "H", "H", "H", "H", "H", "H", "H"], "coordinates": [[-2.330, -0.907, 0.145], [-2.312, 0.448, 0.044], [-1.050, -1.415, 0.193], [-0.968, 0.843, -0.060], [-0.315, 1.964, -0.400], [1.880, -1.030, -0.956], [1.172, -0.391, 0.029], [1.848, 0.729, 0.790], [-0.190, -0.412, 0.015], [-3.154, -1.553, 0.393], [-3.291, 1.011, 0.119], [-0.574, -2.413, 0.083], [-0.938, 2.815, -0.619], [2.877, -0.855, -0.997], [1.520, -1.824, -1.640], [2.984, 0.644, 0.619], [1.730, 0.687, 1.874], [1.111, 1.659, 0.367]], "nbo_charge": [-0.3269, -0.1268, 0.0894, -0.0845, -0.2426, -0.4188, 0.1844, -0.7158, -0.3126, 0.2271, 0.2439, 0.2321, 0.1606, 0.1917, 0.1950, 0.2141, 0.2062, 0.2834], "homo_ha": [-0.2710, -0.2710], "de_lowest_kj_mol": 494.7, "e_tot_ev": -9926.465, "lumo_energy_ha": [-0.0258, -0.0258]}

***

No. 3
{"formula": "C8H9N2O", "method": "ωB97M-V/def2-TZVPD", "elements": ["N", "C", "C", "N", "O", "C", "C", "C", "C", "C", "C", "H", "H", "H", "H", "H", "H", "H", "H", "H"], "coordinates": [[2.258, -1.074, -0.006], [1.330, -0.226, -0.814], [0.308, -1.302, -1.769], [-0.916, -1.129, -1.367], [-1.924, -1.712, -1.768], [-0.999, -0.146, -0.318], [-2.160, 0.254, 0.302], [-2.059, 1.248, 1.270], [-0.832, 1.800, 1.595], [0.338, 1.374, 0.973], [0.248, 0.393, 0.004], [2.604, -0.541, 0.807], [3.060, -1.390, -0.572], [1.747, -1.905, 0.333], [1.887, 0.447, -1.457], [0.653, -1.892, -2.587], [-3.104, -0.189, 0.026], [-2.950, 1.596, 1.768], [-0.777, 2.579, 2.339], [1.289, 1.817, 1.240]], "nbo_charge": [-0.6773, -0.1008, -0.0834, 0.1434, -0.4123, 0.0851, -0.1804, -0.1602, -0.1757, -0.2139, -0.0546, 0.4484, 0.4520, 0.4587, 0.2539, 0.2431, 0.2667, 0.2434, 0.2397, 0.2244], "homo_ha": -0.4684, "de_lowest_kj_mol": 264.9, "e_tot_ev": -13460.075, "total_charge": 1, "lumo_energy_ha": -0.1539, "smiles": "[NH3+][C@H]1C=[N+]([O-])c2ccccc21"}

***

No. 4
{"formula": "C8H9N2O2", "method": "ωB97M-V/def2-TZVPD", "elements": ["C", "C", "C", "C", "C", "C", "C", "C", "N", "N", "O", "O", "H", "H", "H", "H", "H", "H", "H", "H", "H"], "coordinates": [[0.482, -0.717, 0.852], [-1.363, -1.108, -0.290], [0.314, 0.369, -0.220], [-0.914, 1.130, -0.061], [2.000, -0.968, 0.830], [1.640, 0.874, -0.726], [2.597, -0.281, -0.411], [-3.257, 0.425, 0.340], [-0.031, -0.998, -0.581], [-1.911, 0.178, -0.094], [-2.046, -2.111, -0.253], [-1.105, 2.325, 0.120], [2.402, -0.522, 1.747], [2.229, -2.037, 0.852], [1.614, 1.112, -1.793], [1.905, 1.781, -0.173], [3.623, 0.065, -0.249], [2.596, -0.982, -1.247], [-3.611, -0.450, 0.885], [-3.248, 1.304, 0.986], [-3.917, 0.611, -0.513]], "nbo_charge": [-0.2122, 0.8223, -0.1167, 0.7040, -0.4603, -0.3939, -0.4146, -0.4075, -0.5120, -0.4812, -0.6571, -0.6592, 0.1867, 0.1988, 0.1958, 0.2047, 0.1858, 0.1998, 0.2197, 0.2147, 0.1823], "homo_ha": -0.1186, "de_lowest_kj_mol": 23.2, "e_tot_ev": -15517.187, "total_charge": -1, "lumo_energy_ha": 0.1425}

***

No. 5
{"formula": "C8H9N3O", "method": "ωB97M-V/def2-TZVPD", "elements": ["C", "C", "C", "C", "C", "C", "C", "C", "N", "N", "N", "O", "H", "H", "H", "H", "H", "H", "H", "H", "H"], "coordinates": [[2.010, -2.071, 0.031], [2.271, -0.716, 0.135], [0.713, -2.484, -0.235], [1.232, 0.193, -0.047], [-0.062, -0.348, -0.304], [-0.949, 1.949, -0.353], [-1.067, 0.651, -0.435], [0.420, 2.564, -0.140], [-0.294, -1.641, -0.387], [1.433, 1.538, -0.009], [-3.361, -0.993, 0.611], [-3.211, -0.225, -0.425], [2.802, -2.792, 0.157], [3.268, -0.353, 0.354], [0.467, -3.533, -0.330], [-1.780, 2.630, -0.423], [0.669, 3.224, -0.984], [0.390, 3.188, 0.769], [2.360, 1.853, 0.232], [-3.338, -1.990, 0.438], [-3.971, -0.644, 1.343]], "nbo_charge": [-0.2239, -0.2529, -0.0249, 0.1913, 0.0103, -0.3114, 0.2147, -0.2197, -0.3816, -0.5863, -0.3776, -0.3248, 0.2164, 0.2061, 0.1873, 0.2265, 0.1876, 0.1853, 0.3884, 0.3498, 0.3393], "homo_ha": [-0.2725, -0.2725], "de_lowest_kj_mol": 452.3, "e_tot_ev": -14954.528, "lumo_energy_ha": [0.0279, 0.0262]}

***

No. 6
{"formula": "C8H9N4O", "method": "ωB97M-V/def2-TZVPD", "elements": ["C", "O", "N", "N", "N", "C", "N", "C", "C", "C", "C", "C", "C", "H", "H", "H", "H", "H", "H", "H", "H", "H"], "coordinates": [[-4.947, -1.179, -0.213], [-4.339, -0.120, 0.520], [-3.314, 0.399, -0.153], [-2.659, 1.338, 0.193], [-1.831, 2.196, 0.305], [-0.461, 2.085, 0.321], [0.072, 0.954, 0.476], [1.370, 0.661, 0.270], [1.710, -0.643, 0.649], [3.022, -1.099, 0.567], [3.986, -0.247, 0.133], [3.645, 1.068, -0.286], [2.321, 1.525, -0.350], [-5.868, -1.194, 0.164], [-4.449, -2.109, -0.190], [-5.107, -0.843, -1.274], [0.122, 3.113, 0.179], [0.938, -1.240, 0.954], [3.342, -2.098, 0.740], [5.011, -0.701, -0.006], [4.525, 1.535, -0.617], [1.885, 2.328, -0.787]], "nbo_charge": [-0.2492, -0.2645, 0.1898, 0.2752, -0.0418, 0.1371, -0.3029, 0.0556, -0.0956, -0.2211, -0.1233, -0.1911, -0.1711, 0.2168, 0.2099, 0.2059, 0.2225, 0.2216, 0.2353, 0.2420, 0.2349, 0.2136], "homo_ha": -0.4633, "de_lowest_kj_mol": 777.2, "e_tot_ev": -16435.627, "total_charge": 1, "lumo_energy_ha": -0.2322, "smiles": "CON=[N+]=N/C=N/c1ccccc1"}

***

No. 7
{"formula": "C8H9N4O3", "method": "ωB97M-V/def2-TZVPD", "elements": ["N", "C", "N", "N", "C", "C", "C", "C", "C", "C", "N", "O", "O", "C", "O", "H", "H", "H", "H", "H", "H", "H", "H", "H"], "coordinates": [[-2.970, 2.493, 0.852], [-2.222, 1.588, 0.274], [-2.197, 1.332, -1.140], [-1.389, 0.159, -1.226], [-0.942, -0.264, 0.184], [0.580, -0.394, 0.267], [1.057, -1.736, 0.264], [2.467, -1.898, 0.439], [3.381, -0.860, 0.184], [2.842, 0.424, 0.038], [3.701, 1.471, -0.272], [4.886, 1.339, -0.107], [3.231, 2.553, -0.521], [1.472, 0.611, 0.019], [-1.575, 0.679, 0.986], [-3.540, 3.117, 0.225], [-2.905, 2.576, 1.890], [-0.623, 0.362, -1.867], [-1.944, -0.434, -1.675], [-1.344, -1.167, 0.446], [0.283, -2.466, 0.539], [2.716, -2.882, 0.728], [4.497, -1.010, 0.350], [1.019, 1.624, 0.195]], "nbo_charge": [-0.7635, 0.7092, -0.4466, -0.3622, 0.2469, -0.0993, -0.1633, -0.1760, -0.1411, 0.0388, 0.5045, -0.3396, -0.3584, -0.1894, -0.4438, 0.4630, 0.4508, 0.4335, 0.4188, 0.2118, 0.2246, 0.2402, 0.2880, 0.2531], "homo_ha": -0.5028, "de_lowest_kj_mol": 421.6, "e_tot_ev": -20532.839, "total_charge": 1, "lumo_energy_ha": -0.1502, "smiles": "NC1=N[NH2+][C@@H](c2cccc([N+](=O)[O-])c2)O1"}

***

No. 8
{"formula": "C8H9NO", "method": "ωB97M-V/def2-TZVPD", "elements": ["C", "C", "C", "C", "C", "C", "C", "C", "N", "O", "H", "H", "H", "H", "H", "H", "H", "H", "H"], "coordinates": [[-2.588, -1.192, -0.089], [-1.259, -1.524, 0.138], [-2.705, 0.182, -0.296], [-0.578, -0.341, 0.019], [0.459, 2.020, 0.038], [-0.830, 1.911, -0.095], [0.795, -0.125, 0.249], [3.090, -0.650, -0.183], [-1.445, 0.693, -0.204], [1.788, -0.592, -0.534], [-3.489, -1.914, -0.152], [-1.003, -2.412, 0.555], [-3.543, 0.802, -0.492], [1.284, 2.691, 0.227], [-1.503, 2.687, -0.116], [1.125, -0.156, 1.288], [3.630, -1.163, -0.922], [3.184, -1.278, 0.688], [3.586, 0.364, -0.121]], "nbo_charge": [-0.2758, -0.2584, -0.0682, 0.0381, -0.2795, -0.0734, 0.1943, -0.2354, -0.3194, -0.5075, 0.2204, 0.2175, 0.2156, 0.2229, 0.2001, 0.1749, 0.1946, 0.1691, 0.1703], "homo_ha": -0.2970, "de_lowest_kj_mol": 485.5, "e_tot_ev": -11974.817, "lumo_energy_ha": 0.0368}

***

No. 9
{"formula": "C8H9NO", "method": "ωB97M-V/def2-TZVPD", "elements": ["C", "C", "N", "O", "C", "C", "C", "C", "C", "C", "H", "H", "H", "H", "H", "H", "H", "H", "H"], "coordinates": [[-1.580, -2.867, -0.146], [-1.481, -1.738, -0.506], [-0.856, -0.549, -0.853], [0.453, -0.840, -1.301], [1.361, 0.019, -0.572], [0.905, 1.442, -1.048], [-0.366, 1.717, -0.802], [-1.005, 0.580, -0.050], [-0.163, 0.434, 1.232], [1.223, -0.068, 0.926], [-1.938, -3.782, 0.203], [2.247, -0.350, -0.960], [1.545, 2.140, -1.580], [-0.702, 2.740, -1.035], [-2.116, 0.618, -0.004], [-0.578, -0.339, 1.976], [-0.151, 1.386, 1.728], [1.854, 0.545, 1.446], [1.349, -1.089, 1.344]], "nbo_charge": [-0.2837, 0.1507, -0.2119, -0.3474, 0.0425, -0.2022, -0.2049, -0.0960, -0.4110, -0.4390, 0.2285, 0.2117, 0.2149, 0.2296, 0.2452, 0.2193, 0.2108, 0.2212, 0.2218], "homo_ha": -0.2941, "de_lowest_kj_mol": 603.0, "e_tot_ev": -11973.600, "lumo_energy_ha": 0.0347, "smiles": "C#CN1O[C@H]2C=C[C@@H]1CC2"}

***

No. 10
{"formula": "C8H9NO2", "method": "ωB97M-V/def2-TZVPD", "elements": ["C", "O", "C", "C", "C", "C", "C", "O", "C", "C", "N", "H", "H", "H", "H", "H", "H", "H", "H", "H"], "coordinates": [[1.952, -1.460, -0.181], [1.277, -0.747, 0.891], [0.066, -0.060, 0.573], [-0.913, -0.107, 1.741], [-0.750, -0.871, -0.531], [-1.133, -0.198, -1.624], [-0.672, 1.142, -1.574], [-0.596, 1.905, -2.505], [0.284, 1.312, -0.038], [-0.208, 2.392, 0.676], [-0.818, 3.218, 1.181], [2.754, -2.163, 0.207], [2.464, -0.869, -1.060], [1.262, -2.131, -0.750], [-0.554, 0.407, 2.688], [-1.172, -1.228, 1.970], [-1.859, 0.383, 1.441], [-1.011, -1.903, -0.370], [-1.696, -0.655, -2.443], [1.322, 1.633, -0.293]], "nbo_charge": [-0.2746, -0.5312, 0.2246, -0.6300, -0.0647, -0.3724, 0.6130, -0.4893, -0.4595, 0.2684, -0.3085, 0.2127, 0.1797, 0.1744, 0.2439, 0.2255, 0.2337, 0.2191, 0.2519, 0.2833], "homo_ha": -0.3595, "de_lowest_kj_mol": 268.6, "e_tot_ev": -14024.110, "lumo_energy_ha": -0.0101, "smiles": "CO[C@]1(C)C=CC(=O)[C@H]1C#N"}

***

No. 11
{"formula": "C8H9NO4", "method": "ωB97M-V/def2-TZVPD", "elements": ["C", "C", "C", "C", "C", "C", "C", "C", "N", "O", "O", "O", "O", "H", "H", "H", "H", "H", "H", "H", "H", "H"], "coordinates": [[3.448, 1.426, 2.166], [2.523, 0.321, 2.127], [2.756, 2.432, 1.574], [1.337, 0.735, 1.682], [0.033, 0.046, 1.590], [-0.576, -0.184, 0.090], [-1.650, -1.091, -2.789], [-2.378, -1.058, -1.497], [-3.623, -1.544, -1.355], [-1.811, -0.721, -0.296], [-0.630, -0.385, 2.550], [0.230, 0.057, -1.086], [1.487, 2.028, 1.188], [4.435, 1.385, 2.685], [2.806, -0.583, 2.592], [2.928, 3.444, 1.422], [-1.115, -2.027, -2.846], [-0.775, -0.417, -2.840], [-2.423, -0.898, -3.552], [-3.824, -2.176, -2.101], [-4.025, -1.624, -0.381], [0.845, 0.832, -0.925]], "nbo_charge": [-0.3125, -0.2544, 0.1010, 0.1662, 0.3941, 0.3549, -0.7231, 0.5189, -0.8086, -0.4357, -0.5657, -0.7623, -0.4219, 0.2419, 0.2293, 0.2004, 0.2330, 0.2909, 0.2271, 0.3948, 0.4301, 0.5016], "homo_ha": [-0.2398, -0.2151], "de_lowest_kj_mol": 364.9, "e_tot_ev": -18116.555, "lumo_energy_ha": [0.0216, 0.0075]}